18 unconnected molecules or ions with the total composition C53H152F6N22O17P. Source: the OMol25 dataset; level of theory: ωB97M-V/def2-TZVPD.

```
251
Properties=species:S:1:pos:R:3:mulliken_charge:R:1
P 0.228 -0.135 1.058 1.95
F 1.693 -0.431 1.666 -0.58
F 0.909 0.850 0.014 -0.24
F 0.439 -1.328 -0.048 0.16
F -1.284 0.229 0.477 -0.36
F -0.361 -1.275 1.999 0.24
F 0.067 1.050 2.136 -0.25
C -1.404 3.125 -0.590 1.04
C -0.472 4.273 -0.087 1.61
C -0.057 5.081 -1.294 -1.53
O 0.790 4.108 -2.029 -0.16
C 2.087 4.066 -1.413 -0.76
N -1.366 5.086 0.737 -0.28
H -1.375 2.338 0.159 -0.77
H -0.911 2.718 -1.455 -1.09
H -2.436 3.453 -0.869 0.25
H 0.394 3.833 0.431 -0.42
H 0.433 5.992 -1.101 0.54
H -0.902 5.300 -1.885 0.21
H 2.221 3.331 -0.569 0.11
H 2.333 5.090 -1.165 0.42
H 2.780 3.733 -2.209 0.31
H -1.662 4.578 1.537 -0.13
H -0.941 5.965 1.045 0.23
C -3.298 -0.076 -7.316 -1.02
C -4.562 0.666 -7.044 0.31
C -5.769 -0.115 -7.540 -0.86
O -6.935 0.468 -7.049 -0.33
C -8.066 -0.092 -7.659 -0.78
N -4.531 0.859 -5.600 -0.43
H -2.379 0.370 -6.868 -0.03
H -3.178 -0.067 -8.353 0.82
H -3.457 -1.088 -6.985 0.01
H -4.501 1.661 -7.500 0.38
H -5.643 -1.171 -7.238 0.21
H -5.733 -0.233 -8.609 0.49
H -8.270 0.382 -8.643 0.28
H -8.918 0.220 -7.005 0.24
H -8.013 -1.166 -7.671 0.35
H -4.270 -0.057 -5.190 0.03
H -5.432 1.181 -5.324 0.31
C 3.180 4.398 4.440 -0.84
C 2.149 5.575 4.326 0.95
C 0.990 5.248 5.303 -0.33
O 0.033 6.301 5.130 -0.34
C -1.268 6.172 5.613 -0.57
N 2.814 6.783 4.596 -0.77
H 2.908 3.625 3.752 -0.11
H 3.196 3.997 5.455 0.10
H 4.230 4.715 4.247 0.48
H 1.740 5.354 3.329 -0.20
H 1.407 5.334 6.351 0.36
H 0.528 4.244 5.036 -0.01
H -1.155 5.847 6.652 0.33
H -1.854 5.357 5.113 0.10
H -1.787 7.098 5.477 0.26
H 2.236 7.647 4.594 0.30
H 3.521 6.916 3.856 0.26
C -1.210 4.615 -4.733 -1.69
C -1.106 3.294 -5.429 1.09
C 0.081 3.125 -6.344 -0.92
O 0.163 4.048 -7.448 -0.45
C -0.430 3.486 -8.643 -0.75
N -1.204 2.090 -4.561 0.36
H -0.290 4.773 -4.209 0.22
H -2.009 4.868 -4.098 0.45
H -1.255 5.410 -5.481 0.46
H -1.970 3.152 -6.170 -0.15
H 0.081 2.135 -6.716 0.48
H 1.043 3.210 -5.834 0.24
H -1.474 3.489 -8.620 0.31
H -0.112 2.434 -8.822 0.29
H -0.269 4.257 -9.391 0.31
H -0.810 2.341 -3.615 -0.45
H -2.194 1.856 -4.419 0.20
C 3.974 1.885 10.321 -1.52
C 3.017 1.613 9.158 0.44
C 3.743 1.082 7.936 -0.53
O 2.820 1.138 6.844 -0.21
C 3.265 0.635 5.626 -0.63
N 2.040 0.622 9.647 -0.74
H 3.441 2.369 11.120 0.38
H 4.842 2.504 10.034 0.38
H 4.305 0.946 10.714 0.32
H 2.492 2.561 9.027 0.27
H 4.187 0.060 8.078 0.22
H 4.596 1.715 7.670 0.34
H 2.370 0.555 4.935 0.00
H 3.802 -0.303 5.664 0.45
H 3.918 1.386 5.148 0.29
H 2.534 -0.239 9.857 0.20
H 1.389 0.460 8.843 0.31
C -6.393 2.640 1.990 -1.25
C -5.225 2.045 2.707 1.65
C -4.492 3.225 3.350 -0.99
O -3.329 2.701 4.022 -0.51
C -2.085 2.954 3.338 0.16
N -5.542 1.005 3.737 -0.70
H -7.308 2.058 2.081 0.53
H -6.166 2.707 0.942 0.25
H -6.593 3.685 2.375 0.22
H -4.445 1.599 2.079 -0.53
H -5.047 3.711 4.146 0.38
H -4.152 3.859 2.506 0.17
H -2.002 4.058 3.244 -0.01
H -2.009 2.452 2.378 0.26
H -1.277 2.623 4.086 0.00
H -6.507 1.074 4.063 0.23
H -4.891 1.083 4.474 0.26
C -2.800 -5.331 -4.530 -1.76
C -2.716 -4.055 -3.700 2.01
C -2.836 -2.932 -4.723 -0.88
O -2.792 -1.590 -4.162 0.20
C -1.529 -1.245 -3.578 0.04
N -3.765 -4.082 -2.741 -0.57
H -2.624 -6.181 -3.868 0.43
H -2.087 -5.290 -5.282 0.34
H -3.818 -5.373 -4.994 0.35
H -1.745 -4.011 -3.200 -0.63
H -3.860 -2.993 -5.142 0.25
H -2.050 -2.975 -5.528 -0.05
H -0.717 -1.570 -4.300 0.13
H -1.355 -1.716 -2.634 0.25
H -1.501 -0.151 -3.531 -0.56
H -3.359 -3.636 -1.928 0.13
H -4.539 -3.475 -2.961 0.37
C -2.735 -4.133 -8.874 -1.28
C -1.457 -3.636 -9.495 0.48
C -0.448 -3.116 -8.451 -0.40
O 0.103 -4.212 -7.691 -0.39
C 1.031 -3.694 -6.779 -0.20
N -0.756 -4.462 -10.432 -0.61
H -3.415 -3.471 -8.355 0.22
H -2.638 -5.014 -8.268 0.20
H -3.356 -4.444 -9.713 0.39
H -1.741 -2.728 -10.084 0.18
H -1.030 -2.436 -7.826 0.06
H 0.384 -2.497 -8.846 0.51
H 1.523 -4.548 -6.309 0.28
H 0.635 -3.182 -5.906 -0.15
H 1.715 -2.993 -7.366 0.31
H -0.339 -5.310 -10.070 0.22
H -1.244 -4.601 -11.294 0.22
C 1.074 -3.871 7.142 -0.70
C 2.576 -3.698 7.189 1.24
C 3.018 -4.016 8.639 -1.04
O 2.652 -2.924 9.482 -0.12
C 2.592 -3.342 10.775 -0.93
N 3.210 -4.766 6.364 -0.59
H 0.582 -3.232 7.868 0.29
H 0.903 -4.907 7.267 0.43
H 0.670 -3.536 6.166 -0.41
H 2.887 -2.696 6.888 -0.09
H 4.100 -4.204 8.745 0.42
H 2.470 -4.924 8.902 0.39
H 1.691 -3.927 10.980 0.33
H 2.542 -2.517 11.442 0.25
H 3.486 -3.931 11.096 0.33
H 4.256 -4.727 6.401 0.22
H 2.813 -5.034 5.502 0.09
C -3.300 -4.623 2.605 -2.11
C -2.122 -3.650 2.658 1.16
C -1.548 -3.551 4.089 -1.62
O -0.716 -2.508 4.368 0.42
C -1.200 -1.286 4.932 -0.82
N -1.124 -3.929 1.638 0.28
H -2.921 -5.597 2.939 0.46
H -3.671 -4.674 1.602 0.41
H -4.140 -4.334 3.196 0.43
H -2.634 -2.695 2.413 -0.16
H -0.969 -4.445 4.408 0.32
H -2.364 -3.480 4.831 0.41
H -0.420 -0.496 4.756 -0.03
H -1.297 -1.343 6.005 0.30
H -2.138 -0.972 4.503 0.39
H -0.477 -4.662 1.947 0.42
H -0.554 -3.151 1.473 -0.67
C 7.386 3.544 0.058 -1.54
C 6.672 3.889 1.348 0.64
C 5.669 2.773 1.767 -0.02
O 5.066 2.294 0.560 -0.39
C 4.005 1.315 0.839 -0.52
N 7.505 4.050 2.507 -0.58
H 7.941 2.617 -0.029 0.28
H 8.013 4.415 -0.127 0.41
H 6.642 3.583 -0.732 0.37
H 6.088 4.871 1.218 0.26
H 4.879 3.159 2.448 -0.26
H 6.282 1.981 2.198 0.22
H 4.365 0.425 1.395 0.40
H 3.750 0.981 -0.149 0.24
H 3.106 1.752 1.310 -0.02
H 7.846 4.992 2.613 0.24
H 8.266 3.415 2.655 0.19
C 4.610 -3.613 -4.019 -1.19
C 5.086 -4.690 -3.160 0.30
C 5.138 -4.301 -1.658 0.21
O 5.579 -2.940 -1.460 -0.33
C 5.785 -2.695 -0.099 -0.43
N 4.266 -5.951 -3.433 -0.63
H 3.527 -3.510 -3.902 0.03
H 4.878 -3.747 -5.071 0.38
H 5.040 -2.619 -3.826 0.33
H 6.092 -4.951 -3.423 0.38
H 5.671 -5.055 -1.032 0.37
H 4.145 -4.368 -1.225 -0.40
H 6.654 -3.197 0.368 0.36
H 4.886 -2.945 0.472 0.05
H 6.070 -1.627 0.088 0.15
H 4.850 -6.738 -3.168 0.29
H 3.346 -6.023 -2.952 0.21
C -5.258 6.232 1.232 0.51
O -4.749 6.593 2.286 -0.58
N -4.702 5.419 0.153 -0.21
N -6.599 6.544 0.795 -0.53
H -3.680 5.406 0.148 0.11
H -5.176 5.535 -0.717 0.26
H -7.101 5.973 0.116 0.21
H -7.183 6.962 1.544 0.25
C -4.561 -1.170 -0.913 0.37
O -5.684 -1.430 -1.181 -0.70
N -3.972 -0.087 -1.476 0.14
N -3.726 -1.863 -0.089 0.28
H -2.939 0.017 -1.432 -0.32
H -4.436 0.160 -2.332 0.15
H -4.249 -2.590 0.411 0.06
H -2.983 -1.420 0.356 -0.24
C 2.367 -3.877 2.769 0.62
O 2.543 -4.989 3.225 -0.81
N 2.330 -3.648 1.448 0.42
N 2.133 -2.810 3.520 0.14
H 2.245 -2.703 1.048 -0.51
H 2.299 -4.414 0.810 -0.01
H 1.546 -2.049 3.050 -0.26
H 1.879 -3.145 4.469 -0.16
C 0.673 -4.932 -1.779 0.38
O 1.047 -5.515 -2.838 -0.80
N -0.235 -5.586 -1.051 -0.25
N 0.993 -3.736 -1.352 1.07
H -0.709 -6.326 -1.535 0.28
H -0.736 -5.152 -0.243 0.09
H 0.481 -3.223 -0.653 -0.41
H 1.776 -3.253 -1.760 -0.52
C 2.503 -0.372 -3.291 0.36
O 3.208 -0.428 -4.270 -0.73
N 2.915 -0.774 -2.057 0.35
N 1.287 0.240 -3.258 0.60
H 2.386 -0.366 -1.317 -0.67
H 3.866 -0.960 -2.022 0.16
H 0.946 0.529 -4.142 -0.09
H 0.658 0.422 -2.529 -0.33
```

The HOMO-LUMO gap is 9.060 eV. The value obtained for the HOMO energy is -0.2630 Eh. Its net charge is -1.